[1]
ORCA calculation (ωB97M-V/def2-TZVPD) on 2 unconnected molecules or ions with the total composition C5H12ClN2O2.

Atoms and positions in Å:
Cl1 -2.14 1.38 -1.56
O1 0.31 1.47 2.29
O2 1.09 -0.39 1.22
N1 0.50 1.53 -0.21
N2 1.39 -0.08 3.45
C1 -1.98 -0.13 -0.77
C2 0.79 0.09 -0.09
C3 1.41 -0.58 -1.30
C4 -2.08 -1.33 -1.72
C5 0.89 0.40 2.27
H1 -2.11 -1.00 -2.75
H2 -2.36 -0.25 0.25
H3 0.38 1.86 0.80
H4 0.61 -1.02 -1.92
H5 1.88 -0.98 3.47
H6 -3.19 -1.64 -1.92
H7 -0.36 1.80 -0.74
H8 2.02 0.03 -1.92
H9 1.05 0.34 4.30
H10 1.19 2.04 -0.70
H11 2.11 -1.46 -1.01
H12 -1.41 -2.09 -1.42

## Properties
energy above the lowest of the compared OMol25 structures with the same formula, charge and spin: 117.9 kJ/mol
net charge: +1

[2]
ORCA calculation (ωB97M-V/def2-TZVPD) on a molecular structure, C5H12FO2Tm.

Atoms and positions in Å:
Tm1 0.29 1.53 0.32
F1 1.64 -0.24 0.06
O1 -2.96 -1.16 -0.88
O2 -0.87 -0.99 0.43
C1 1.33 -1.59 -0.21
C2 -3.99 -0.18 -0.95
C3 -1.75 -0.68 1.52
C4 -2.70 -1.71 0.35
C5 0.16 -1.97 0.66
H1 -3.64 0.70 -1.51
H2 -1.26 0.08 2.13
H3 -3.62 -1.79 0.95
H4 -1.67 -1.42 2.33
H5 1.09 -1.66 -1.28
H6 -4.30 0.15 0.05
H7 -0.23 -2.95 0.38
H8 2.21 -2.19 0.04
H9 0.46 -1.97 1.72
H10 -1.83 0.96 0.95
H11 -2.40 -2.76 0.23
H12 -4.85 -0.64 -1.46

## Properties
net charge: +2
calculated total energy: -1532.30175 a.u.
2S+1: 3

[3]
ORCA calculation (ωB97M-V/def2-TZVPD) on C5H12IP in the gas phase.

Atoms and positions in Å:
I1 2.97 1.21 1.36
P1 0.04 0.34 -0.21
C1 0.99 0.16 1.28
C2 -1.10 1.60 -1.16
C3 1.32 -0.31 -1.35
C4 -1.19 -1.03 0.10
C5 0.39 0.44 2.60
H1 -1.35 -1.51 -0.77
H2 -2.25 -0.61 0.43
H3 0.87 -0.16 3.47
H4 -1.73 2.10 -0.39
H5 -0.30 2.41 -1.51
H6 1.68 -1.31 -0.90
H7 -0.71 -1.80 0.80
H8 0.46 1.57 2.80
H9 -0.75 0.19 2.40
H10 0.97 -0.41 -2.35
H11 -1.74 1.22 -1.99
H12 2.20 0.41 -1.33

## Properties
net charge: 0
calculated total energy: -836.54474 a.u.
2S+1: 3